1.
Formula: C22H53N5O6OsPSi
Source: OMol25
Level of theory: the ωB97M-V functional and the def2-TZVPD basis

lowest unoccupied orbital energy (spin up / spin down) = -13.0 / -13.2 eV
highest occupied orbital energy (spin up / spin down) = -16.51 / -16.42 eV
electronic energy = -2315.7794 Ha
net charge = +3
orbital gap (spin up / spin down) = 3.474 / 3.208 eV

Cartesian coordinates (Å):
Os: 0.14 -0.98 0.32
N: 0.32 -0.23 2.30
N: 1.49 -0.70 2.92
C: 2.40 -1.28 2.13
N: 3.59 -1.64 2.56
N: 1.92 -1.46 0.87
N: 2.64 -1.88 -0.25
O: 3.79 -2.14 -0.19
O: 1.89 -1.88 -1.22
H: 0.37 0.79 2.25
H: -0.47 -0.52 2.86
H: 1.67 -0.50 3.90
H: 3.88 -1.47 3.51
H: 4.25 -2.06 1.92
C: 1.01 -4.69 1.57
C: -0.27 -4.69 0.73
C: -1.24 -5.78 1.21
P: -1.07 -3.03 0.58
C: -1.85 -2.93 -1.08
C: -2.48 -1.53 -1.14
C: -2.81 -4.03 -1.53
C: -2.33 -2.69 1.90
C: -1.72 -2.96 3.29
C: -3.71 -3.34 1.79
H: 1.47 -5.67 1.50
H: 0.80 -4.50 2.62
H: 1.74 -3.96 1.21
H: 0.00 -4.90 -0.31
H: -1.42 -5.72 2.28
H: -0.78 -6.75 1.01
H: -2.19 -5.77 0.68
H: -0.98 -2.95 -1.75
H: -3.45 -1.49 -0.64
H: -2.61 -1.19 -2.16
H: -1.88 -0.71 -0.65
H: -3.68 -4.12 -0.87
H: -2.31 -4.99 -1.59
H: -3.18 -3.80 -2.53
H: -2.48 -1.60 1.79
H: -1.88 -4.00 3.58
H: -2.22 -2.35 4.04
H: -0.65 -2.79 3.34
H: -3.66 -4.43 1.77
H: -4.27 -3.01 0.91
H: -4.30 -3.06 2.66
C: -1.89 1.72 -2.99
C: -0.43 1.62 -3.40
C: -0.19 2.31 -4.73
C: 0.04 0.17 -3.45
O: 0.38 2.30 -2.42
Si: 0.51 2.37 -0.83
O: 0.40 0.96 -0.04
O: 1.81 3.19 -0.40
C: 3.23 2.89 -0.33
C: 3.96 4.21 -0.50
C: 3.58 1.91 -1.45
C: 3.49 2.28 1.04
O: -0.82 3.32 -0.40
C: -1.10 4.41 0.37
C: -2.58 4.70 0.33
C: -0.26 5.63 -0.18
C: -0.55 4.11 1.80
H: -2.51 1.18 -3.70
H: -2.21 2.76 -2.98
H: -2.05 1.31 -1.99
H: -0.76 1.82 -5.51
H: 0.86 2.29 -4.99
H: -0.51 3.36 -4.68
H: -0.57 -0.39 -4.16
H: -0.04 -0.30 -2.46
H: 1.08 0.11 -3.77
H: 3.76 4.63 -1.48
H: 5.03 4.05 -0.41
H: 3.65 4.92 0.26
H: 3.42 2.36 -2.42
H: 2.96 1.01 -1.39
H: 4.62 1.62 -1.37
H: 3.29 3.00 1.83
H: 4.52 1.96 1.12
H: 2.83 1.41 1.18
H: -2.90 4.97 -0.67
H: -2.82 5.53 1.00
H: -3.15 3.82 0.64
H: -0.65 5.89 -1.16
H: 0.80 5.36 -0.25
H: -0.40 6.45 0.52
H: -1.01 3.20 2.16
H: -0.85 4.94 2.44
H: 0.53 4.03 1.79

Results of the Löwdin charge analysis, in e, for atoms 1 through 6: atom 1 (Os): 1.423, atom 2 (N): 0.002, atom 3 (N): 0.093, atom 4 (C): -0.355, atom 5 (N): 0.305, atom 6 (N): -0.067

=====

2.
Formula: C8H19N2
Source: OMol25
Level of theory: the ωB97M-V functional and the def2-TZVPD basis

lowest unoccupied orbital energy = -3.2 eV
highest occupied orbital energy = -13.10 eV
electronic energy = -425.3571 Ha
energy relative to the best compared isomer or geometry (same formula, charge and spin) = 3.486 eV
net charge = +1
orbital gap = 9.875 eV

Cartesian coordinates (Å):
C: -2.46 -0.49 1.37
C: -2.26 -1.26 0.10
C: 0.89 -1.65 1.17
C: 2.05 1.61 0.37
C: 0.10 2.37 -0.71
C: -1.78 -0.64 -1.02
C: 1.02 -1.50 -0.36
C: 0.74 -0.08 -0.92
N: 1.02 0.23 -2.12
N: 0.65 1.18 -0.04
H: -3.51 -0.63 1.63
H: -2.11 0.47 1.34
H: -2.18 -2.33 0.19
H: 1.76 -1.18 1.75
H: -0.06 -1.16 1.55
H: 0.81 -2.64 1.55
H: 2.37 0.60 0.90
H: 2.63 1.83 -0.57
H: 1.94 2.40 0.97
H: -0.96 2.34 -0.70
H: 0.52 3.25 -0.32
H: 0.41 2.42 -1.75
H: -1.58 -1.04 -1.98
H: -1.79 0.49 -1.23
H: 2.02 -1.67 -0.57
H: 0.26 -2.16 -0.84
H: 1.21 -0.55 -2.71
H: -1.84 -1.13 2.01
H: 0.14 0.91 0.94

Results of the Löwdin charge analysis, in e, for atoms 1 through 6: atom 1 (C): -0.090, atom 2 (C): -0.181, atom 3 (C): -0.082, atom 4 (C): 0.038, atom 5 (C): -0.026, atom 6 (C): -0.041

=====

3.
Formula: C4H9N4
Source: OMol25
Level of theory: the ωB97M-V functional and the def2-TZVPD basis

lowest unoccupied orbital energy = -3.8 eV
highest occupied orbital energy = -12.29 eV
electronic energy = -376.5098 Ha
energy relative to the best compared isomer or geometry (same formula, charge and spin) = 2.646 eV
net charge = +1
orbital gap = 8.493 eV

Cartesian coordinates (Å):
C: -1.38 -1.30 0.05
C: -0.31 -0.46 0.51
C: -0.91 1.12 0.30
C: 1.04 -0.77 0.68
N: -2.40 -0.55 -0.38
N: -2.10 0.76 -0.17
N: -0.44 2.29 0.70
N: 2.04 -0.98 -1.04
H: -1.57 -2.41 0.04
H: 1.58 0.08 1.22
H: 1.11 -1.82 1.10
H: -2.87 1.40 -0.35
H: 0.51 2.53 0.60
H: -1.00 3.15 0.80
H: 2.53 -1.80 -1.00
H: 2.76 -0.24 -1.18
H: 1.40 -1.00 -1.88

Results of the Löwdin charge analysis, in e, for atoms 1 through 6: atom 1 (C): -0.103, atom 2 (C): -0.185, atom 3 (C): -0.193, atom 4 (C): 0.003, atom 5 (N): 0.039, atom 6 (N): 0.024

=====

4.
Formula: H4N2O2S
Source: OMol25
Level of theory: the ωB97M-V functional and the def2-TZVPD basis

lowest unoccupied orbital energy = 0.0 eV
highest occupied orbital energy = -10.57 eV
electronic energy = -660.5170 Ha
SMILES = NS(N)(=O)=O
energy relative to the best compared isomer or geometry (same formula, charge and spin) = 1.563 eV
orbital gap = 10.600 eV

Cartesian coordinates (Å):
N: -0.83 -1.18 0.01
S: 0.84 -0.14 0.23
N: 0.19 1.23 -0.35
O: 1.23 -0.03 1.61
O: 1.82 -0.59 -0.68
H: -1.45 -0.55 -0.57
H: -1.01 -1.31 0.96
H: -0.78 1.40 0.12
H: -0.02 1.16 -1.32

Results of the Löwdin charge analysis, in e, for atoms 1 through 6: atom 1 (N): -0.066, atom 2 (S): 0.577, atom 3 (N): -0.122, atom 4 (O): -0.295, atom 5 (O): -0.291, atom 6 (H): 0.041

=====

5.
Formula: C2H12NO4PSb
Source: OMol25
Level of theory: the ωB97M-V functional and the def2-TZVPD basis

lowest unoccupied orbital energy = 3.4 eV
highest occupied orbital energy = -4.55 eV
electronic energy = -1020.7284 Ha
net charge = -1
orbital gap = 7.922 eV

Cartesian coordinates (Å):
C: -0.71 1.30 -2.44
C: 0.18 1.84 -1.29
O: 1.11 0.94 -0.74
Sb: 0.36 -0.86 -0.11
N: -0.31 -2.73 0.58
P: 0.78 -0.27 2.33
O: 2.13 -0.76 2.84
O: -0.39 -0.92 3.37
O: 0.80 1.41 2.58
H: -0.15 0.76 -3.21
H: -1.14 2.19 -2.95
H: -1.58 0.73 -2.09
H: 0.77 2.67 -1.72
H: -0.48 2.30 -0.53
H: -1.27 -0.23 0.02
H: 0.12 -1.39 -1.77
H: 1.98 -1.52 -0.12
H: -1.31 -2.83 0.47
H: 0.12 -3.43 -0.01
H: -1.19 -0.94 2.84
H: 0.17 1.74 1.94

Results of the Löwdin charge analysis, in e, for atoms 1 through 6: atom 1 (C): -0.165, atom 2 (C): -0.444, atom 3 (O): -0.514, atom 4 (Sb): 0.905, atom 5 (N): -0.322, atom 6 (P): 0.423

=====

6.
Formula: C2H6N3
Source: OMol25
Level of theory: the ωB97M-V functional and the def2-TZVPD basis

lowest unoccupied orbital energy (spin up / spin down) = -4.5 / -7.4 eV
highest occupied orbital energy (spin up / spin down) = -12.55 / -17.48 eV
electronic energy = -243.6023 Ha
spin multiplicity = 3
energy relative to the best compared isomer or geometry (same formula, charge and spin) = 2.545 eV
net charge = +1
<S²> = 2.0075
orbital gap (spin up / spin down) = 8.060 / 10.099 eV

Cartesian coordinates (Å):
C: -0.59 -0.70 0.66
C: 0.60 1.36 -1.42
N: 0.96 0.37 0.70
N: 1.29 0.94 -0.25
N: -0.71 -1.70 1.44
H: -1.61 -0.16 0.63
H: -0.26 0.73 -1.77
H: 1.36 1.19 -2.23
H: 0.37 2.40 -1.46
H: -1.45 -2.12 1.97
H: 0.05 -2.32 1.73

Results of the Löwdin charge analysis, in e, for atoms 1 through 6: atom 1 (C): 0.000, atom 2 (C): -0.045, atom 3 (N): 0.170, atom 4 (N): 0.008, atom 5 (N): 0.101, atom 6 (H): 0.160